Entry 1:
Molecular formula: C39H45IrN5O
Method: DFT, ωB97M-V/def2-TZVPD

Results
Total charge: -1
ΔE to the lowest compared entry with this formula, charge and spin (kcal/mol): 34.9
Multiplicity: 5
HOMO-LUMO gap (alpha / beta) (Eh): 0.0712 / 0.2007
Expectation value of S²: 6.0239
HOMO energy (alpha / beta) (eV): 0.22 / -4.78

Geometry (Å):
Ir: 0.074 -0.188 -0.170
N: -0.679 3.273 -0.518
N: 2.160 1.150 -0.955
C: -0.775 -2.136 0.029
C: -0.873 -1.659 -1.333
C: -1.764 -0.532 -1.344
C: -2.117 0.366 -2.482
H: -1.432 0.208 -3.317
H: -2.037 1.413 -2.163
H: -3.145 0.195 -2.822
C: -2.247 -0.371 -0.021
C: -3.177 0.697 0.374
H: -4.238 0.479 0.247
H: -2.938 1.598 -0.199
H: -2.985 0.910 1.422
C: -1.591 -1.293 0.846
C: -1.765 -1.396 2.324
H: -1.909 -0.403 2.761
H: -0.878 -1.835 2.788
H: -2.633 -2.010 2.589
C: -0.157 -2.161 -2.528
H: -0.850 -2.339 -3.357
H: 0.398 -3.066 -2.282
H: 0.552 -1.389 -2.853
C: 0.027 -3.278 0.539
H: 0.568 -2.946 1.430
H: 0.759 -3.557 -0.214
H: -0.577 -4.151 0.809
C: -0.791 4.434 0.141
H: -1.614 4.560 0.844
C: 0.091 5.502 -0.009
H: -0.218 6.430 0.449
C: 1.267 5.304 -0.715
H: 1.952 6.113 -0.920
C: 1.493 4.017 -1.191
H: 2.383 3.740 -1.751
C: 0.529 3.013 -0.991
C: 0.847 1.600 -1.332
H: 0.571 1.356 -2.382
C: 1.974 0.009 -0.247
C: 3.475 1.151 -1.452
H: 3.845 1.936 -2.097
C: 4.097 0.077 -0.951
H: 5.120 -0.244 -1.040
N: 3.152 -0.686 -0.237
C: 3.388 -1.982 0.366
C: 3.428 -3.147 -0.419
C: 3.683 -4.381 0.197
H: 3.697 -5.286 -0.408
C: 3.907 -4.478 1.567
C: 4.183 -5.798 2.222
H: 3.336 -6.126 2.836
H: 5.053 -5.744 2.884
H: 4.373 -6.570 1.473
C: 3.866 -3.312 2.328
H: 4.058 -3.369 3.399
C: 3.592 -2.070 1.746
C: 3.577 -0.838 2.585
H: 4.401 -0.164 2.315
H: 3.694 -1.135 3.633
H: 2.637 -0.283 2.472
C: 3.214 -3.116 -1.895
H: 4.170 -3.124 -2.437
H: 2.652 -2.228 -2.202
H: 2.658 -4.017 -2.200
C: -3.394 4.757 4.197
N: -2.397 3.846 3.735
N: -2.430 3.245 2.517
C: -1.260 2.429 2.459
O: -0.995 1.629 1.543
C: -0.508 2.721 3.629
C: -1.253 3.581 4.397
C: -0.937 4.127 5.728
C: -3.678 3.228 1.780
C: -3.890 3.811 0.516
C: -5.143 3.836 -0.099
C: -6.239 3.278 0.546
C: -6.060 2.706 1.805
C: -4.803 2.685 2.417
H: -4.167 4.892 3.449
H: -2.919 5.724 4.383
H: -3.832 4.364 5.120
H: 0.444 2.324 3.877
H: -0.831 5.224 5.781
H: -1.644 3.844 6.527
H: 0.037 3.706 6.024
H: -3.076 4.272 -0.036
H: -5.257 4.307 -1.078
H: -7.215 3.289 0.069
H: -6.913 2.280 2.334
H: -4.686 2.268 3.422

---

Entry 2:
Molecular formula: C39H45N5ORh
Method: DFT, ωB97M-V/def2-TZVPD

Results
Total charge: -1
ΔE to the lowest compared entry with this formula, charge and spin (kcal/mol): 0.0
Multiplicity: 5
HOMO-LUMO gap (alpha / beta) (Eh): 0.1305 / 0.2043
Expectation value of S²: 6.0482
HOMO energy (alpha / beta) (eV): -0.97 / -2.99

Geometry (Å):
Rh: 0.018 -0.123 -1.139
N: -0.639 1.493 2.405
N: -0.668 2.481 -1.077
C: -0.398 -1.661 -2.415
C: -1.598 -1.219 -1.771
C: -1.443 -1.446 -0.372
C: -2.495 -1.133 0.624
H: -3.357 -0.580 0.213
H: -1.972 -0.503 1.352
H: -2.831 -2.080 1.074
C: -0.122 -1.991 -0.138
C: 0.508 -2.439 1.146
H: 0.261 -3.511 1.342
H: 0.078 -1.830 1.941
H: 1.599 -2.204 1.127
C: 0.523 -2.111 -1.405
C: 1.915 -2.590 -1.602
H: 2.556 -2.296 -0.761
H: 2.305 -2.154 -2.522
H: 1.939 -3.680 -1.699
C: -2.833 -0.656 -2.400
H: -3.578 -1.441 -2.567
H: -2.588 -0.205 -3.360
H: -3.297 0.114 -1.772
C: -0.130 -1.598 -3.867
H: 0.937 -1.433 -4.036
H: -0.689 -0.770 -4.307
H: -0.449 -2.539 -4.323
C: -0.113 1.820 3.609
H: -0.595 1.362 4.468
C: 1.024 2.587 3.725
H: 1.495 2.710 4.722
C: 1.554 3.212 2.574
H: 2.417 3.893 2.655
C: 0.945 2.996 1.329
H: 1.299 3.414 0.368
C: -0.245 2.228 1.279
C: -1.028 1.958 0.171
H: -1.945 1.399 0.272
C: -0.076 1.671 -1.981
C: -0.895 3.748 -1.624
H: -1.261 4.541 -0.983
C: -0.557 3.674 -2.928
H: -0.580 4.460 -3.683
N: -0.101 2.341 -3.159
C: 0.230 1.883 -4.490
C: -0.755 1.838 -5.494
C: -0.411 1.333 -6.761
H: -1.169 1.275 -7.554
C: 0.891 0.902 -7.039
C: 1.264 0.396 -8.407
H: 1.964 -0.445 -8.319
H: 1.751 1.180 -9.005
H: 0.364 0.068 -8.938
C: 1.854 0.975 -6.029
H: 2.877 0.650 -6.241
C: 1.531 1.456 -4.752
C: 2.564 1.504 -3.678
H: 2.507 2.432 -3.094
H: 3.549 1.465 -4.154
H: 2.492 0.629 -3.008
C: -2.160 2.281 -5.233
H: -2.266 3.373 -5.340
H: -2.519 1.976 -4.240
H: -2.812 1.803 -5.979
C: 0.404 -3.251 5.589
N: -0.405 -2.381 4.748
N: 0.202 -1.236 4.193
C: -0.834 -0.583 3.446
O: -0.421 0.052 2.282
C: -1.949 -1.431 3.530
C: -1.648 -2.544 4.288
C: -2.481 -3.739 4.658
C: 0.948 -0.531 5.197
C: 2.287 -0.191 4.963
C: 3.051 0.373 5.993
C: 2.441 0.642 7.222
C: 1.079 0.345 7.433
C: 0.322 -0.219 6.395
H: 0.411 -4.228 5.075
H: -0.119 -3.318 6.559
H: 1.392 -2.785 5.680
H: -2.897 -1.159 3.065
H: -1.923 -4.460 5.285
H: -3.391 -3.392 5.185
H: -2.829 -4.203 3.716
H: 2.698 -0.430 3.977
H: 4.112 0.606 5.821
H: 3.046 1.098 8.014
H: 0.605 0.561 8.403
H: -0.737 -0.481 6.535

---

no.,M (Da)
1,792.040
2,702.729